Entry 1:
Molecular formula: C33H70F8N14O28S
Method: DFT, wB97M-V/def2-TZVPD

XYZ file:
```
154
Properties=species:S:1:pos:R:3:lowdin_charge:R:1
H -5.204 3.119 -1.495 0.04
N -5.871 2.677 -0.831 0.10
C -6.431 1.660 -1.451 -0.45
N -7.459 0.875 -0.701 0.05
N -6.088 1.318 -2.834 -0.01
C -6.346 -0.115 -3.146 -0.22
C -5.341 -0.612 -4.312 -0.17
C -3.985 -1.054 -3.560 -0.18
C -2.677 -0.926 -4.481 -0.08
C -1.300 -0.833 -3.631 -0.27
C -0.742 -2.358 -3.823 -0.11
O -1.750 -3.272 -3.329 0.02
C -1.261 -4.136 -2.346 -0.48
F -0.100 -4.826 -2.701 0.12
F -2.255 -5.128 -2.172 0.09
F -1.156 -3.517 -1.079 0.10
O -1.435 -0.818 -2.158 -0.18
S 0.059 -0.453 -1.470 0.81
O -0.028 0.337 -0.186 -0.27
O 0.992 -1.575 -1.155 -0.28
O 0.573 0.530 -2.736 -0.18
C -0.300 0.378 -3.916 -0.22
C 0.760 -0.238 -4.982 -0.08
C 1.677 0.867 -5.696 -0.17
C 3.009 1.128 -4.821 -0.17
C 3.410 2.677 -4.755 -0.21
C 3.421 3.295 -3.282 -0.20
C 4.223 2.438 -2.205 -0.19
C 4.235 3.246 -0.802 -0.20
C 3.521 2.420 0.377 -0.18
C 4.616 2.071 1.496 -0.17
C 5.249 0.617 1.208 -0.21
O 5.048 -0.210 2.387 -0.23
C 3.707 -0.783 2.334 -0.11
C -0.822 1.857 -4.129 -0.21
F -1.284 1.951 -5.481 0.07
F 0.179 2.846 -3.953 0.10
C -2.043 2.331 -3.220 -0.32
F -3.307 1.979 -3.738 0.10
F -2.039 3.752 -3.280 0.09
F -1.915 2.034 -1.865 0.13
H -6.950 0.589 0.158 0.08
H -8.118 1.596 -0.369 0.08
H -6.605 1.910 -3.499 0.09
H -7.414 -0.341 -3.458 0.12
H -6.095 -0.708 -2.197 0.12
H -5.059 0.219 -5.034 0.09
H -5.761 -1.495 -4.900 0.12
H -4.060 -2.153 -3.249 0.12
H -3.896 -0.380 -2.640 0.11
H -2.665 -1.809 -5.215 0.14
H -2.827 -0.002 -5.149 0.12
H -0.647 -2.569 -4.948 0.15
H 0.297 -2.504 -3.393 0.13
H 0.195 -0.769 -5.831 0.13
H 1.490 -0.947 -4.452 0.14
H 2.045 0.386 -6.674 0.12
H 1.139 1.817 -5.996 0.10
H 3.875 0.576 -5.340 0.12
H 2.902 0.641 -3.797 0.09
H 4.449 2.776 -5.207 0.11
H 2.671 3.262 -5.383 0.08
H 2.381 3.530 -2.871 0.11
H 3.959 4.310 -3.360 0.10
H 5.319 2.298 -2.527 0.12
H 3.814 1.394 -2.025 0.09
H 3.682 4.220 -0.993 0.08
H 5.324 3.502 -0.592 0.07
H 3.001 1.495 -0.043 0.10
H 2.784 3.148 0.872 0.09
H 4.131 2.104 2.531 0.09
H 5.446 2.865 1.515 0.11
H 4.711 0.186 0.304 0.11
H 6.372 0.716 0.993 0.13
H 2.921 0.025 2.112 0.10
H 3.639 -1.547 1.495 0.08
H 3.510 -1.225 3.368 0.10
C 0.586 3.981 3.828 0.04
N 1.992 3.534 4.005 -0.44
O 2.210 2.692 4.856 0.07
O 2.827 4.047 3.280 0.04
H -0.043 3.444 4.535 0.10
H 0.555 5.052 4.020 0.10
H 0.295 3.754 2.803 0.10
C 1.635 -4.699 1.314 0.05
N 2.026 -3.961 2.543 -0.42
O 1.136 -3.656 3.323 0.04
O 3.207 -3.713 2.684 0.06
H 0.558 -4.849 1.323 0.09
H 1.934 -4.094 0.459 0.10
H 2.158 -5.654 1.324 0.10
C 2.888 5.183 -8.627 0.05
N 3.659 4.220 -7.798 -0.42
O 3.077 3.224 -7.404 0.03
O 4.822 4.499 -7.569 0.07
H 1.874 4.809 -8.748 0.10
H 2.888 6.137 -8.103 0.07
H 3.389 5.260 -9.591 0.10
C 0.121 -4.138 5.920 0.02
N -0.807 -3.781 7.024 -0.43
O -0.860 -2.611 7.358 0.06
O -1.453 -4.690 7.521 0.04
H 0.624 -3.238 5.579 0.08
H 0.839 -4.855 6.315 0.08
H -0.474 -4.574 5.119 0.10
C 6.463 6.964 0.663 0.05
N 6.017 5.945 -0.322 -0.43
O 6.819 5.083 -0.637 0.06
O 4.877 6.049 -0.744 0.04
H 7.490 6.748 0.949 0.10
H 6.392 7.938 0.182 0.10
H 5.801 6.899 1.525 0.10
C -7.174 2.893 -7.335 0.05
N -7.388 1.769 -6.387 -0.43
O -7.812 2.044 -5.276 0.05
O -7.124 0.653 -6.790 0.07
H -7.450 3.824 -6.843 0.10
H -6.120 2.898 -7.606 0.10
H -7.805 2.714 -8.204 0.10
C 2.669 -3.422 9.448 0.05
N 3.424 -4.206 8.435 -0.44
O 4.549 -4.563 8.727 0.08
O 2.856 -4.432 7.379 0.05
H 3.293 -3.297 10.330 0.10
H 2.429 -2.457 9.004 0.11
H 1.767 -3.982 9.689 0.10
C 4.918 7.297 -4.623 0.05
N 3.824 7.603 -5.581 -0.43
O 2.776 8.017 -5.122 0.08
O 4.058 7.414 -6.763 0.04
H 4.571 7.510 -3.614 0.09
H 5.164 6.242 -4.732 0.10
H 5.766 7.930 -4.882 0.10
C -3.129 -1.328 9.432 0.03
N -2.737 -0.594 10.663 -0.45
O -3.623 -0.294 11.444 0.06
O -1.553 -0.344 10.801 0.06
H -4.207 -1.480 9.442 0.09
H -2.834 -0.720 8.578 0.10
H -2.605 -2.282 9.437 0.09
C -2.676 -7.772 6.943 0.04
N -2.165 -9.062 6.411 -0.45
O -2.316 -9.277 5.220 0.05
O -1.633 -9.812 7.207 0.06
H -3.122 -7.208 6.126 0.10
H -3.419 -8.002 7.705 0.06
H -1.830 -7.232 7.366 0.09
C -6.227 -9.846 7.860 0.05
N -5.831 -9.105 9.086 -0.44
O -6.713 -8.799 9.865 0.08
O -4.644 -8.858 9.220 0.04
H -7.305 -9.995 7.874 0.10
H -5.932 -9.244 7.002 0.10
H -5.706 -10.802 7.871 0.11
```

Summary:
max |F|	5.289	eV/A
HOMO energy	-0.324	Eh
orbital gap	0.3080	hartree
lowest unoccupied orbital energy	-0.4294	eV
SMILES string	[H]/N=C(/N)NCCCC[C@]1(COC(F)(F)F)OS(=O)(=O)O[C@]1(CCCCCCCCCCOC)C(F)(F)C(F)(F)F.C[N+](=O)[O-].C[N+](=O)[O-].C[N+](=O)[O-].C[N+](=O)[O-].C[N+](=O)[O-].C[N+](=O)[O-].C[N+](=O)[O-].C[N+](=O)[O-].C[N+](=O)[O-].C[N+](=O)[O-].C[N+](=O)[O-]
energy	-5368.51599	Ha

---

Entry 2:
Molecular formula: C33H70N2O11
Method: DFT, wB97M-V/def2-TZVPD

XYZ file:
```
116
Properties=species:S:1:pos:R:3:lowdin_charge:R:1
C -2.726 0.901 -3.890 0.06
N -3.080 0.304 -2.587 -0.34
C -2.912 1.337 -1.515 0.03
C -4.548 -0.073 -2.669 0.07
C -2.165 -0.741 -2.256 -0.12
C -2.497 -1.661 -1.073 -0.20
O -1.459 -2.626 -0.824 -0.05
H -3.391 1.403 -4.039 -0.04
H -2.575 0.025 -4.529 0.14
H -1.667 1.316 -4.018 0.16
H -3.077 1.063 -0.607 0.03
H -3.461 2.224 -1.734 0.12
H -1.955 1.737 -1.566 0.08
H -5.128 0.710 -3.159 0.11
H -5.016 -0.203 -1.635 0.16
H -4.295 -0.810 -3.393 0.10
H -1.131 -0.386 -2.022 0.17
H -2.292 -1.307 -3.066 0.09
H -3.394 -2.235 -1.297 0.12
H -2.865 -1.142 -0.311 0.07
H -0.709 -2.042 -0.512 0.06
N 0.109 0.404 0.442 -0.58
O 0.243 -0.831 0.525 -0.07
O -1.014 0.890 0.786 -0.07
O 0.795 0.967 -0.357 0.01
C -1.693 -1.792 3.015 -0.12
C -0.537 -2.417 3.869 -0.15
C -0.846 -2.031 5.373 -0.11
O -1.875 -0.960 5.163 -0.18
C -2.752 -1.310 4.136 -0.19
H -1.923 -2.447 2.244 0.06
H -1.326 -0.928 2.477 0.06
H 0.504 -2.322 3.514 0.07
H -0.576 -3.556 3.483 0.08
H -0.048 -1.707 6.094 0.12
H -1.246 -2.780 6.021 0.09
H -3.473 -0.595 3.868 0.08
H -3.364 -2.230 4.401 0.12
C 1.019 -4.321 1.599 -0.13
C -0.348 -5.006 1.630 -0.13
C -0.015 -6.508 1.404 -0.23
O 1.175 -6.461 0.803 -0.13
C 2.026 -5.441 1.263 -0.14
H 1.233 -4.012 2.739 0.15
H 0.887 -3.676 0.934 0.01
H -0.884 -4.563 0.829 0.08
H -0.834 -4.862 2.653 0.11
H -0.778 -6.900 0.921 0.07
H 0.107 -7.038 2.352 0.13
H 2.851 -5.012 0.556 0.16
H 2.287 -5.858 2.099 0.05
C 1.976 -2.572 -2.185 -0.23
C 3.215 -3.409 -2.516 -0.17
C 3.470 -3.174 -3.980 -0.22
O 2.227 -2.604 -4.391 -0.18
C 1.781 -1.692 -3.295 -0.19
H 2.268 -1.843 -1.357 0.11
H 1.083 -3.140 -1.896 0.11
H 2.953 -4.521 -2.202 0.14
H 4.195 -3.160 -1.931 0.13
H 3.771 -3.934 -4.644 0.11
H 4.240 -2.436 -3.964 0.10
H 0.758 -1.242 -3.648 0.13
H 2.546 -0.722 -3.471 0.17
C 5.537 0.289 -1.608 -0.14
C 4.191 0.647 -1.226 -0.24
C 3.761 1.939 -1.887 -0.13
O 4.401 1.605 -3.137 -0.18
C 5.757 1.227 -2.866 -0.14
H 5.639 -0.784 -1.668 0.10
H 6.249 0.673 -0.897 0.10
H 4.075 0.782 -0.224 0.07
H 3.518 -0.234 -1.143 0.11
H 4.307 2.738 -1.337 0.14
H 2.739 2.125 -1.939 0.08
H 6.205 2.103 -2.892 0.06
H 6.160 0.566 -3.735 0.15
C -1.181 4.291 -3.535 -0.12
C 0.106 3.732 -2.919 -0.14
C 0.894 3.267 -4.106 -0.20
O 0.412 4.074 -5.179 -0.14
C -1.022 4.202 -5.083 -0.13
H -1.212 5.240 -3.122 0.09
H -2.046 3.848 -3.318 0.04
H -0.131 2.914 -2.320 0.07
H 0.724 4.501 -2.484 0.12
H 0.758 2.157 -4.332 0.13
H 1.918 3.453 -4.171 0.10
H -1.388 3.308 -5.549 0.10
H -1.541 4.919 -5.541 0.07
C -4.718 3.175 3.120 -0.15
C -3.339 2.578 2.835 -0.19
C -2.641 3.659 2.212 -0.27
O -3.548 4.740 2.048 -0.14
C -4.464 4.736 3.115 -0.16
H -5.047 2.931 3.975 0.02
H -5.506 2.811 2.388 0.13
H -3.387 1.567 2.255 0.13
H -2.937 2.463 3.947 0.16
H -2.012 3.542 1.350 0.10
H -1.750 3.968 2.869 0.14
H -5.377 5.123 3.078 0.06
H -3.939 5.162 4.044 0.15
C 1.941 2.582 4.361 -0.12
C 1.308 1.851 3.090 -0.12
C 2.091 0.532 3.004 -0.25
O 2.955 0.382 4.062 -0.13
C 2.748 1.418 4.981 -0.21
H 1.217 3.068 5.036 0.12
H 2.512 3.335 4.201 0.02
H 1.420 2.358 2.196 0.07
H 0.287 1.580 3.290 0.09
H 2.509 0.313 1.918 0.14
H 1.219 -0.257 3.082 0.12
H 3.843 1.624 5.485 0.17
H 1.952 1.184 5.666 0.09
```

Summary:
max |F|	18.443	eV/A
HOMO energy	-0.315	Eh
orbital gap	0.2999	hartree
energy relative to the best compared isomer or geometry (same formula, charge and spin)	360.0	kJ/mol
lowest unoccupied orbital energy	-0.4086	eV
energy	-2235.64157	Ha